Molecular formula: C52H39Br2N3OP2RbS3
Method: DFT, ωB97M-V/def2-TZVPD

Values from the calculation:
Energy relative to the best compared isomer or geometry (same formula, charge and spin) ... 15.49 kcal/mol
LUMO energy ... 1.518 eV
HOMO ... -2.49 eV
Total charge ... -1
Spin multiplicity ... 1
Kohn-Sham gap ... 4.012 eV

Positions of all 103 atoms, in Å:
Rb: 1.27 1.31 1.10
Br: 6.74 3.85 5.68
C: 5.25 3.32 4.64
C: 5.21 2.07 4.06
C: 4.07 1.73 3.33
N: 3.03 2.56 3.18
C: 3.12 3.79 3.69
C: 4.21 4.21 4.45
C: 2.00 4.73 3.38
C: 2.17 6.11 3.55
C: 1.11 6.94 3.25
Br: 1.29 8.81 3.47
C: -0.08 6.41 2.78
C: -0.13 5.04 2.62
N: 0.87 4.21 2.91
H: 6.02 1.36 4.14
H: 4.01 0.75 2.85
H: 4.25 5.18 4.91
H: 3.10 6.52 3.88
H: -0.92 7.04 2.53
H: -1.04 4.58 2.24
O: -1.09 -3.04 -0.96
C: -0.57 -3.05 -2.23
C: -0.31 -4.20 -2.96
C: 0.28 -4.07 -4.21
C: 0.60 -2.82 -4.72
C: 0.33 -1.68 -3.97
C: -0.27 -1.78 -2.73
P: -0.66 -0.39 -1.60
C: -0.14 1.04 -2.63
C: -0.97 1.80 -3.45
C: -0.47 2.92 -4.11
C: 0.86 3.28 -3.96
C: 1.71 2.51 -3.17
C: 1.20 1.40 -2.50
C: -2.49 -0.40 -1.77
C: -3.16 -0.71 -2.96
C: -4.54 -0.73 -3.01
C: -5.29 -0.45 -1.86
C: -4.63 -0.16 -0.68
C: -3.25 -0.13 -0.63
C: -1.68 -4.17 -0.43
C: -2.84 -4.65 -1.01
C: -3.49 -5.73 -0.42
C: -2.98 -6.30 0.74
C: -1.82 -5.79 1.30
C: -1.13 -4.72 0.73
P: 0.43 -4.16 1.55
C: 1.50 -3.84 0.10
C: 1.93 -4.97 -0.60
C: 2.76 -4.84 -1.70
C: 3.19 -3.58 -2.09
C: 2.80 -2.46 -1.38
C: 1.95 -2.59 -0.29
C: -0.05 -2.49 2.18
C: 0.92 -1.76 2.89
C: 0.57 -0.60 3.57
C: -0.74 -0.15 3.56
C: -1.70 -0.85 2.85
C: -1.36 -2.01 2.16
H: -0.53 -5.17 -2.54
H: 0.51 -4.97 -4.78
H: 1.08 -2.73 -5.69
H: 0.59 -0.71 -4.37
H: -2.01 1.54 -3.56
H: -1.13 3.51 -4.73
H: 1.24 4.16 -4.47
H: 2.75 2.77 -3.04
H: 1.89 0.83 -1.87
H: -2.58 -0.94 -3.85
H: -5.05 -0.98 -3.93
H: -6.37 -0.48 -1.90
H: -5.21 0.05 0.22
H: -2.73 0.07 0.30
H: -3.22 -4.18 -1.90
H: -4.40 -6.11 -0.86
H: -3.49 -7.13 1.20
H: -1.41 -6.24 2.20
H: 1.61 -5.95 -0.27
H: 3.08 -5.72 -2.23
H: 3.88 -3.47 -2.92
H: 3.19 -1.48 -1.64
H: 1.69 -1.70 0.27
H: 1.95 -2.09 2.89
H: 1.34 -0.05 4.10
H: -1.01 0.75 4.11
H: -2.73 -0.51 2.83
H: -2.13 -2.55 1.62
S: 6.07 -0.96 -0.79
C: 4.86 -0.32 0.20
S: 4.11 1.20 -0.22
S: 4.32 -1.18 1.60
C: -3.86 3.83 -0.12
C: -3.73 3.12 1.06
C: -2.50 2.55 1.35
N: -1.44 2.64 0.55
C: -1.58 3.34 -0.58
C: -2.76 3.94 -0.96
H: -4.81 4.29 -0.39
H: -4.56 3.01 1.75
H: -2.36 1.98 2.26
H: -0.70 3.41 -1.21
H: -2.82 4.48 -1.90

Molecular formula: C52H39CoNOP2S
Method: DFT, ωB97M-V/def2-TZVPD

Values from the calculation:
<S²> ... 6.04
Energy relative to the best compared isomer or geometry (same formula, charge and spin) ... 1.87 kcal/mol
LUMO energy (spin up / spin down) ... 2.205 / 2.061 eV
HOMO (spin up / spin down) ... -1.01 / -4.11 eV
Total charge ... -1
Spin multiplicity ... 5
Kohn-Sham gap (spin up / spin down) ... 3.219 / 6.169 eV

Positions of all 97 atoms, in Å:
Co: -0.21 0.44 0.18
O: 1.91 -1.36 1.50
C: 1.43 -2.29 2.38
C: 2.16 -3.40 2.79
C: 1.60 -4.29 3.69
C: 0.32 -4.09 4.18
C: -0.42 -3.02 3.71
C: 0.10 -2.12 2.78
P: -0.96 -0.84 2.02
C: -1.57 -0.01 3.54
C: -2.83 0.57 3.65
C: -3.18 1.31 4.77
C: -2.27 1.48 5.80
C: -1.01 0.90 5.71
C: -0.67 0.17 4.59
C: -2.36 -1.81 1.36
C: -2.29 -3.18 1.15
C: -3.32 -3.85 0.51
C: -4.44 -3.16 0.07
C: -4.50 -1.79 0.23
C: -3.46 -1.11 0.85
C: 3.15 -0.77 1.59
C: 4.10 -1.07 2.56
C: 5.33 -0.43 2.52
C: 5.62 0.50 1.54
C: 4.64 0.84 0.62
C: 3.39 0.24 0.64
P: 2.03 0.88 -0.40
C: 2.40 2.68 -0.31
C: 2.58 3.49 -1.43
C: 2.74 4.86 -1.27
C: 2.71 5.43 -0.01
C: 2.54 4.63 1.11
C: 2.39 3.26 0.95
C: 2.46 0.36 -2.08
C: 3.45 -0.58 -2.33
C: 3.68 -1.04 -3.62
C: 2.91 -0.57 -4.67
C: 1.89 0.35 -4.43
C: 1.66 0.80 -3.14
H: 3.14 -3.57 2.38
H: 2.17 -5.16 4.00
H: -0.11 -4.78 4.89
H: -1.44 -2.88 4.05
H: -3.56 0.44 2.86
H: -4.16 1.76 4.83
H: -2.54 2.07 6.67
H: -0.30 1.03 6.51
H: 0.32 -0.27 4.53
H: -1.42 -3.74 1.47
H: -3.24 -4.92 0.35
H: -5.24 -3.69 -0.44
H: -5.35 -1.23 -0.16
H: -3.48 -0.03 0.89
H: 3.90 -1.79 3.33
H: 6.07 -0.68 3.27
H: 6.59 0.98 1.50
H: 4.84 1.61 -0.11
H: 2.61 3.06 -2.42
H: 2.87 5.48 -2.15
H: 2.81 6.51 0.10
H: 2.49 5.06 2.10
H: 2.24 2.64 1.83
H: 4.03 -0.99 -1.51
H: 4.43 -1.80 -3.79
H: 3.08 -0.94 -5.67
H: 1.27 0.70 -5.24
H: 0.84 1.48 -2.95
C: -0.93 -0.48 -1.48
H: -1.99 -0.69 -1.32
H: -0.83 0.22 -2.31
N: 5.38 -7.58 -1.57
C: 4.58 -6.72 -1.59
C: 3.62 -5.70 -1.60
C: 3.37 -4.92 -2.78
C: 2.44 -3.93 -2.78
C: 1.68 -3.60 -1.62
C: 1.92 -4.39 -0.46
C: 2.84 -5.39 -0.43
C: 0.72 -2.56 -1.61
C: -0.09 -1.65 -1.59
H: 3.94 -5.14 -3.68
H: 2.27 -3.35 -3.69
H: 1.33 -4.19 0.43
H: 2.99 -5.98 0.47
S: -1.40 2.42 0.05
C: -1.10 3.52 1.39
C: -0.33 3.17 2.50
C: -0.10 4.07 3.53
C: -0.64 5.35 3.48
C: -1.41 5.71 2.38
C: -1.64 4.81 1.35
H: 0.10 2.18 2.55
H: 0.50 3.77 4.38
H: -0.46 6.06 4.28
H: -1.83 6.71 2.32
H: -2.23 5.10 0.50

Question: Which of these has the highest energy relative to the best compared isomer or geometry (same formula, charge and spin)?
Answer: C52H39Br2N3OP2RbS3

Question: The lowest spin multiplicity belongs to which entry?
Answer: C52H39Br2N3OP2RbS3

Question: Among the records above, which one has the lowest spin multiplicity?
Answer: C52H39Br2N3OP2RbS3

Question: What is the formula in the second record?
Answer: C52H39CoNOP2S